Density functional theory data (wB97M-V/def2-TZVPD) for a cluster of 11 separate species, C48H123F6N7O20P in total.

```
205
Properties=species:S:1:pos:R:3:forces:R:3:lowdin_charge:R:1
P -19.499 0.322 -10.013 -0.2 -1.5 0.0 0.229
F -19.790 -1.303 -9.943 -0.6 0.2 0.5 -0.175
F -17.966 -0.104 -10.280 0.7 0.9 -0.1 -0.160
F -19.752 0.185 -11.599 -0.4 1.0 -0.6 -0.163
F -19.176 1.905 -10.178 -0.2 -0.7 0.5 -0.145
F -21.103 0.609 -9.799 1.1 0.1 0.4 -0.164
F -19.186 0.286 -8.421 -0.5 0.9 -0.3 -0.159
C -19.217 1.322 -15.052 0.7 -0.6 -0.1 -0.097
O -18.765 0.131 -15.697 -0.8 0.2 0.0 -0.193
C -19.871 -0.742 -15.868 -0.2 0.1 -0.1 -0.227
C -19.589 -1.972 -16.715 -0.2 0.0 0.7 -0.204
N -19.076 -1.740 -18.050 0.0 -0.2 0.6 -0.042
C -17.738 -1.187 -18.008 0.3 0.1 -0.9 -0.228
C -17.056 -1.437 -19.331 0.6 -0.2 -0.1 -0.229
O -16.535 -2.766 -19.412 0.0 -0.1 0.4 -0.178
C -15.900 -3.227 -20.596 -0.3 1.6 0.0 -0.112
H -18.401 2.043 -15.102 -0.1 0.0 0.1 0.063
H -19.466 1.084 -14.018 -0.1 0.2 0.2 0.077
H -20.091 1.743 -15.550 -0.2 0.0 -0.2 0.081
H -20.696 -0.221 -16.354 -0.1 0.5 -0.6 0.112
H -20.351 -1.004 -14.924 0.5 -0.4 0.6 0.104
H -20.547 -2.490 -16.673 -0.2 -0.2 -0.6 0.108
H -18.915 -2.685 -16.240 0.3 0.2 0.2 0.124
H -19.640 -1.128 -18.622 -0.4 0.0 0.2 0.109
H -17.162 -1.526 -17.146 0.0 -0.5 -0.2 0.134
H -17.686 -0.103 -17.904 -0.4 0.3 0.2 0.107
H -16.351 -0.609 -19.395 1.2 -0.4 -0.2 0.111
H -17.734 -1.188 -20.148 -0.5 -0.5 -0.3 0.115
H -16.571 -3.126 -21.449 -0.3 -0.4 -0.2 0.076
H -15.518 -4.243 -20.498 -0.3 0.1 0.3 0.084
H -15.071 -2.564 -20.846 0.4 0.0 0.1 0.076
C -12.649 0.922 -9.582 0.2 0.3 -0.8 -0.120
O -13.686 1.446 -10.372 -0.4 0.6 -0.1 -0.207
C -14.737 1.953 -9.526 -0.8 -2.0 -1.1 -0.203
C -15.916 2.481 -10.344 1.0 0.7 0.1 -0.189
N -15.530 3.710 -11.050 -0.1 0.0 0.4 -0.039
C -16.607 4.497 -11.648 -0.3 -0.7 -0.4 -0.193
C -16.944 3.896 -12.978 -0.1 0.2 -2.4 -0.207
O -15.839 4.066 -13.884 0.6 1.1 0.7 -0.188
C -16.010 3.705 -15.210 -0.2 -1.0 -0.8 -0.142
H -12.843 0.061 -8.943 -1.0 0.1 0.4 0.083
H -12.319 1.787 -9.007 0.9 -0.4 0.3 0.087
H -11.938 0.482 -10.282 0.5 0.7 0.0 0.075
H -14.377 2.616 -8.739 0.1 0.2 -0.1 0.117
H -15.090 0.988 -9.161 -0.5 0.3 1.2 0.109
H -16.739 2.699 -9.664 -0.1 -0.1 0.0 0.112
H -16.201 1.682 -11.028 -0.3 -0.1 0.0 0.101
H -15.017 3.378 -11.854 0.7 0.2 0.0 0.091
H -16.301 5.540 -11.733 0.1 0.0 -0.2 0.114
H -17.564 4.493 -11.127 0.2 -0.2 0.7 0.114
H -17.800 4.338 -13.489 -0.4 0.4 0.3 0.115
H -17.173 2.831 -12.949 0.0 -0.3 0.5 0.112
H -15.101 3.849 -15.793 0.5 -0.3 0.6 0.087
H -16.710 4.226 -15.864 -0.8 0.8 0.7 0.080
H -16.337 2.666 -15.256 0.3 -0.4 -0.2 0.073
C -26.239 1.549 -0.861 -0.1 2.0 0.4 -0.154
O -25.652 0.934 -1.925 0.4 -1.1 -1.5 -0.189
C -25.844 -0.457 -1.852 -0.1 -0.7 -1.5 -0.216
C -25.169 -1.122 -3.094 0.3 2.0 1.2 -0.173
N -25.654 -0.674 -4.407 -0.8 1.0 1.4 -0.053
C -24.837 -1.251 -5.386 0.5 -1.3 -2.1 -0.260
C -25.055 -0.776 -6.818 0.0 -0.8 -0.3 -0.220
O -24.288 0.367 -7.124 -0.2 0.8 0.4 -0.207
C -24.030 0.542 -8.512 -0.4 -0.5 0.4 -0.098
H -26.507 2.549 -1.204 -0.2 0.2 0.1 0.090
H -25.480 1.722 -0.097 -0.3 -0.3 0.7 0.080
H -27.161 1.079 -0.519 0.1 -0.2 0.3 0.090
H -26.917 -0.647 -1.848 -0.3 -0.2 0.0 0.113
H -25.422 -0.819 -0.915 0.2 -0.4 0.0 0.118
H -25.127 -2.206 -2.991 -0.2 0.0 -0.2 0.120
H -24.166 -0.705 -3.002 0.7 -0.5 0.1 0.109
H -25.524 0.323 -4.511 -0.2 0.4 0.7 0.116
H -25.117 -2.299 -5.276 0.6 -0.5 -0.8 0.124
H -23.753 -1.144 -5.351 0.4 0.0 1.1 0.110
H -26.125 -0.678 -7.005 -0.2 0.4 -0.3 0.122
H -24.654 -1.542 -7.482 -0.3 -0.6 0.0 0.114
H -24.957 0.602 -9.083 -0.3 0.4 0.0 0.084
H -23.543 -0.347 -8.914 0.5 0.0 0.0 0.078
H -23.417 1.434 -8.640 -0.1 -0.2 0.0 0.069
C -22.668 -5.537 -17.512 -0.5 0.2 0.1 -0.094
O -23.663 -4.825 -16.738 0.9 -0.7 0.0 -0.195
C -24.146 -5.586 -15.632 -0.4 0.3 0.4 -0.212
C -25.187 -4.729 -14.810 2.0 -0.4 -1.2 -0.162
N -24.495 -3.658 -14.095 0.2 0.2 0.5 -0.086
C -25.380 -2.752 -13.356 -0.3 -0.2 0.6 -0.186
C -24.674 -1.674 -12.515 0.2 -0.7 -1.0 -0.218
O -24.246 -0.701 -13.458 1.4 0.3 0.8 -0.181
C -23.151 0.091 -12.923 -0.5 -0.4 -0.1 -0.060
H -23.141 -6.302 -18.128 -0.3 0.1 -0.2 0.078
H -21.913 -6.089 -16.951 -0.1 0.3 0.7 0.082
H -22.121 -4.836 -18.142 -0.3 0.1 0.0 0.084
H -23.320 -5.966 -15.031 0.3 0.6 0.5 0.113
H -24.591 -6.528 -15.951 -0.7 0.0 -0.5 0.109
H -25.689 -5.445 -14.159 -0.3 0.4 0.2 0.119
H -25.817 -4.260 -15.566 -0.7 -0.4 0.0 0.115
H -23.953 -3.152 -14.780 0.1 0.2 -0.1 0.113
H -25.911 -3.430 -12.689 -0.4 0.2 0.2 0.119
H -26.081 -2.237 -14.013 -0.3 0.0 -0.1 0.116
H -23.878 -2.171 -11.960 0.7 0.1 -0.2 0.109
H -25.250 -1.217 -11.710 -0.7 0.1 -0.2 0.118
H -23.483 0.660 -12.055 -0.2 0.3 0.0 0.082
H -22.776 0.759 -13.699 -0.3 -0.1 0.0 0.081
H -22.322 -0.519 -12.564 0.1 -0.4 -0.2 0.075
C -21.985 1.563 1.695 1.0 -0.6 0.5 -0.141
O -21.199 1.977 0.609 -0.7 0.7 -0.9 -0.193
C -21.666 1.414 -0.645 0.9 -0.7 1.1 -0.209
C -21.033 2.102 -1.836 -1.0 -0.7 -0.8 -0.172
N -21.544 1.428 -3.080 0.2 -0.1 0.7 -0.054
C -20.868 1.841 -4.279 0.5 0.6 -0.9 -0.221
C -21.114 0.931 -5.521 -1.0 0.1 0.5 -0.161
O -21.012 -0.455 -5.173 0.7 1.1 1.0 -0.196
C -21.071 -1.359 -6.221 0.3 -0.8 -1.0 -0.123
H -21.394 1.695 2.601 0.0 0.7 0.1 0.083
H -22.068 0.476 1.704 -0.6 -0.3 -0.4 0.080
H -22.952 2.057 1.792 -0.1 0.0 -0.2 0.084
H -22.752 1.381 -0.740 -0.2 0.5 0.1 0.111
H -21.359 0.374 -0.534 0.1 -0.4 -0.7 0.119
H -19.943 2.125 -1.800 0.2 -0.1 0.2 0.115
H -21.400 3.128 -1.802 0.1 0.2 -0.3 0.120
H -21.282 0.453 -3.104 -0.3 -0.6 1.0 0.093
H -19.793 1.917 -4.112 0.6 -0.4 0.1 0.084
H -21.105 2.887 -4.473 -0.5 0.0 -0.6 0.116
H -20.448 1.231 -6.330 0.4 -0.2 0.0 0.111
H -22.130 1.019 -5.905 -0.2 0.5 0.0 0.106
H -21.902 -1.225 -6.913 -0.7 0.1 0.3 0.078
H -21.079 -2.355 -5.778 -0.3 0.0 0.0 0.095
H -20.233 -1.338 -6.919 0.6 0.3 0.3 0.070
C -21.634 3.678 -13.539 0.1 1.1 1.9 -0.043
O -22.483 3.823 -12.331 -0.7 0.5 -3.5 -0.177
C -21.870 3.487 -11.157 0.9 -0.6 1.2 -0.272
C -22.735 3.916 -9.962 0.3 -0.8 -0.4 -0.218
N -22.965 5.334 -9.955 -1.3 0.2 -0.6 -0.063
C -23.873 5.751 -8.868 1.8 0.0 -0.1 -0.189
C -24.144 7.237 -9.013 -0.9 -0.6 -0.9 -0.214
O -24.863 7.427 -10.232 -0.1 -0.1 0.8 -0.178
C -25.406 8.702 -10.293 -0.6 0.4 -0.7 -0.156
H -20.836 4.403 -13.379 0.7 -0.4 0.2 0.076
H -22.031 4.086 -14.469 -1.2 -0.4 0.4 0.084
H -21.249 2.670 -13.692 -0.1 0.0 0.2 0.054
H -20.881 3.930 -11.039 0.4 0.4 -0.2 0.111
H -21.701 2.411 -11.165 0.1 -0.2 0.5 0.092
H -22.272 3.739 -8.991 0.5 -1.2 0.0 0.115
H -23.604 3.262 -10.028 -0.6 0.6 0.1 0.111
H -22.039 5.697 -9.785 0.0 0.6 0.0 0.112
H -23.321 5.565 -7.946 -0.1 0.2 0.7 0.108
H -24.737 5.091 -8.794 -0.3 0.4 -0.5 0.125
H -23.219 7.807 -9.103 0.3 0.0 0.3 0.121
H -24.758 7.636 -8.206 0.1 0.0 0.4 0.115
H -26.155 8.968 -9.546 -0.2 -0.5 0.7 0.077
H -25.964 8.737 -11.228 0.4 0.4 -0.2 0.089
H -24.662 9.493 -10.203 0.3 0.1 -0.4 0.084
C -13.179 -6.040 -15.246 -0.3 0.9 -0.2 -0.100
O -12.662 -4.698 -15.191 -0.9 -0.7 -1.0 -0.191
C -11.779 -4.529 -14.134 0.3 1.8 0.6 -0.236
C -11.546 -2.983 -13.765 -0.9 -1.8 0.7 -0.182
N -12.747 -2.477 -13.101 -0.5 1.7 -1.1 -0.077
C -12.875 -0.976 -13.139 -1.8 -1.1 0.3 -0.142
C -14.400 -0.625 -12.724 2.7 1.1 -1.1 -0.226
O -15.286 -1.011 -13.728 0.0 -0.5 0.6 -0.172
C -16.630 -0.748 -13.330 0.1 -0.7 -0.8 -0.078
H -13.842 -6.238 -14.404 0.3 0.0 0.4 0.086
H -12.398 -6.795 -15.327 0.2 0.0 0.2 0.079
H -13.835 -6.150 -16.110 0.3 0.4 -0.2 0.082
H -10.834 -4.988 -14.424 0.4 -0.2 0.5 0.109
H -12.256 -4.969 -13.258 0.5 -0.3 0.4 0.110
H -11.236 -2.410 -14.639 -0.3 0.1 0.0 0.111
H -10.801 -2.911 -12.972 1.0 -0.4 -0.5 0.101
H -12.695 -2.703 -12.118 -0.1 -0.3 0.0 0.099
H -12.615 -0.581 -14.121 -0.4 -0.3 -0.2 0.105
H -12.131 -0.546 -12.469 -0.2 0.4 0.4 0.086
H -14.536 0.454 -12.646 0.5 0.4 0.4 0.100
H -14.509 -1.027 -11.716 -0.7 -0.5 0.0 0.104
H -17.196 -1.422 -13.973 -0.4 0.0 0.6 0.085
H -16.990 0.249 -13.581 0.4 0.5 0.0 0.069
H -16.756 -0.913 -12.259 -0.3 -0.3 -0.1 0.071
C -21.369 -3.758 -13.215 0.9 0.2 0.0 -0.247
C -20.370 -3.194 -12.189 -0.8 0.4 1.0 -0.243
O -19.481 -2.188 -12.608 0.0 -0.4 -1.2 -0.088
O -22.363 -4.504 -12.541 0.9 -0.4 0.5 -0.088
H -20.863 -4.380 -13.954 0.1 -0.3 -0.1 0.110
H -21.784 -2.922 -13.778 -0.2 0.2 0.0 0.099
H -19.791 -3.939 -11.642 -0.2 -0.6 -0.2 0.119
H -21.019 -2.720 -11.454 -0.2 -0.3 0.3 0.102
H -19.492 -1.548 -11.893 0.2 0.1 -0.2 0.011
H -23.228 -4.132 -12.732 -0.3 0.1 -0.7 0.019
C -16.520 1.179 -4.847 -0.2 2.0 -0.6 -0.199
C -16.133 1.212 -6.389 -1.3 -1.1 2.0 -0.190
O -15.081 0.281 -6.616 -0.4 0.2 -0.5 -0.080
O -15.582 2.001 -4.157 1.0 -0.3 0.6 -0.095
H -16.642 0.248 -4.293 0.8 -0.5 -0.7 0.124
H -17.466 1.656 -4.595 -0.6 0.0 -0.9 0.089
H -15.914 2.224 -6.731 0.5 0.2 0.4 0.109
H -17.040 0.986 -6.951 0.3 -0.8 -0.3 0.107
H -14.267 0.622 -6.237 0.0 0.1 0.1 0.099
H -15.719 2.907 -4.445 0.0 0.0 0.0 0.078
C -16.857 -2.343 -8.416 -0.6 -0.6 -0.2 -0.242
C -16.736 -3.166 -9.701 0.6 0.9 0.9 -0.229
O -16.376 -4.516 -9.445 -0.6 -0.3 -0.3 -0.063
O -15.616 -2.372 -7.736 0.5 -0.2 -0.1 -0.074
H -17.586 -2.814 -7.756 -0.3 -0.1 0.0 0.117
H -17.244 -1.355 -8.662 0.4 0.1 0.1 0.085
H -15.931 -2.691 -10.261 0.1 0.1 -0.4 0.105
H -17.664 -3.070 -10.264 0.0 -0.5 0.0 0.108
H -15.761 -4.539 -8.708 0.1 0.3 0.1 0.069
H -15.374 -1.507 -7.396 -0.1 0.3 0.1 0.034
```
Positions in Å, forces in eV/Å.

Calculated values
HOMO: -6.5 eV
Molecular weight: 1263.503 g mol⁻¹
Charge: -1
LUMO level: 0.0747 Eh
Frontier orbital gap: 0.3138 Ha